1.
{"formula": "C2H2F3NO", "method": "ωB97M-V with the def2-TZVPD basis set", "total_charge": 0, "lumo_ha": [-0.04018, -0.04004], "total_energy_ev": -13790.4282, "gap_ev": [7.276, 7.278], "elements": ["C", "C", "N", "O", "F", "F", "F", "H", "H"], "xyz": [[0.70019, 1.89974, -0.26470], [0.05027, 0.69942, 0.09022], [-2.25536, -0.25656, -0.87939], [-3.13465, -0.04571, -0.15874], [-0.04409, 3.00234, -0.25609], [-0.47119, 0.49212, 1.38538], [0.66111, -0.44414, -0.21493], [1.34112, 1.78554, -1.16498], [-1.18371, 0.43592, -0.63092]], "atomic_forces_ev_per_a": [[-1.300, -2.255, -1.580], [1.395, 0.224, 2.779], [0.987, 0.288, -0.328], [0.239, 0.277, 0.246], [0.223, 0.691, 0.575], [0.048, 0.805, -2.095], [0.300, 0.060, -0.260], [-0.247, 0.393, 0.724], [-1.645, -0.483, -0.061]], "lowdin_charge": [-0.06, -0.40, 0.06, 0.03, 0.03, 0.04, 0.09, 0.13, 0.09]}



2.
{"formula": "C2H2F3NO", "method": "ωB97M-V with the def2-TZVPD basis set", "total_charge": 0, "lumo_ha": [-0.04371, -0.04371], "smiles": "O=N[C@@H](F)C(F)F", "total_energy_ev": -13793.2726, "gap_ev": [9.100, 9.099], "elements": ["O", "N", "C", "F", "C", "F", "F", "H", "H"], "xyz": [[-1.96818, -0.41498, 0.73849], [-1.57736, 0.48137, 0.01035], [-0.33202, 0.20780, -0.63284], [0.04595, 1.31315, -1.33939], [0.77189, -0.18079, 0.46581], [1.32947, 0.88270, 0.99263], [1.73801, -0.85299, -0.29277], [-0.25280, -0.73215, -1.18347], [0.24504, -0.70411, 1.24119]], "atomic_forces_ev_per_a": [[0.635, 0.928, -1.031], [-1.566, -0.614, 1.037], [2.429, -0.532, 1.020], [-0.228, -0.686, 0.148], [-0.626, 0.610, -2.638], [0.737, 0.995, 0.427], [-0.840, 0.216, 1.497], [-0.912, 0.309, -0.734], [0.371, -1.226, 0.273]], "lowdin_charge": [0.02, 0.04, -0.28, 0.05, -0.31, 0.12, 0.04, 0.17, 0.14]}



3.
{"formula": "C2H2F3NS2", "method": "ωB97M-V with the def2-TZVPD basis set", "total_charge": 0, "lumo_ha": -0.01135, "total_energy_ev": -33417.9389, "gap_ev": 8.515, "elements": ["C", "C", "N", "F", "F", "F", "S", "S", "H", "H"], "xyz": [[-0.89271, 2.09337, -0.31251], [0.11522, 1.15852, 2.73879], [0.15093, 2.96646, -0.20438], [1.25937, 1.35617, 2.02980], [0.31759, 0.02052, 3.38538], [-0.13050, 2.17539, 3.47165], [-1.88835, 1.66561, -1.57981], [-1.28014, 1.01287, 0.95675], [0.11302, 3.82433, -0.75798], [0.64263, 2.92718, 0.57322]], "atomic_forces_ev_per_a": [[1.013, 0.125, -0.485], [-0.103, -1.341, -4.795], [-4.181, 0.087, -4.838], [0.249, 0.524, 0.478], [-0.924, 0.558, 0.327], [-0.260, 0.765, 1.386], [0.541, 0.945, 0.469], [0.566, -1.109, 2.928], [0.259, -0.690, 0.192], [2.840, 0.136, 4.338]], "lowdin_charge": [-1.30, -0.69, 0.08, 0.04, 0.14, 0.18, 0.58, 0.84, 0.13, 0.00]}